[1]
Computed, not measured: a 2-piece molecular cluster, C28H53N2O3PS overall in a non-equilibrium geometry, with wB97M-V/def2-TZVPD.

The geometry in ORCA input format:
```
! wB97M-V def2-TZVPD RIJCOSX def2/J DEFGRID3
* xyz 0 1
H -3.14 4.34 -5.14
H -1.11 6.91 0.32
H 5.13 -1.66 5.81
C 1.96 -4.94 1.81
H -2.51 -1.00 -0.43
C -0.46 3.19 -2.41
C -2.45 -3.76 2.45
H 2.35 6.51 -1.16
H 1.76 6.17 1.60
O -2.25 -7.97 1.54
H 1.40 -6.64 3.16
H -0.29 6.62 -1.79
C -0.48 -3.36 0.07
H -1.70 4.75 -1.32
H 5.19 -2.71 3.10
H 0.60 -6.72 1.51
H -1.19 3.41 -3.28
C 4.12 -0.47 4.12
H -3.11 1.11 -1.72
H -3.24 5.12 -7.43
H -0.93 4.63 -6.86
C 3.38 -4.97 2.61
H 3.43 0.21 4.75
H 4.26 -4.80 1.89
C -0.94 1.84 -1.63
H -0.45 -2.65 0.97
H 2.54 -3.02 3.57
H 0.09 5.77 -5.03
C -0.47 -5.36 2.96
C -1.64 -5.04 1.87
C 4.35 -1.83 4.99
C -1.69 -0.48 -2.54
H -0.33 4.03 -0.29
C -0.85 6.20 -5.39
H 2.09 4.87 -0.36
H -3.72 -5.80 3.81
S -0.18 -3.80 3.99
H 1.63 -3.85 1.79
H -0.75 7.29 -5.40
C -0.61 4.40 -1.35
H -0.01 1.18 -1.44
N -2.98 -2.69 2.68
C 0.88 -5.99 2.35
P -2.99 -6.43 1.75
C -1.54 -1.13 -1.05
H -2.08 -4.88 -0.31
H 2.97 -4.42 4.74
H 0.11 -4.35 5.26
H -0.31 -2.67 -2.12
C -1.23 5.68 -6.76
O -4.06 -6.37 3.08
C -2.74 5.77 -6.72
H 2.18 -5.23 0.70
H -2.02 -3.22 -1.67
O -1.92 5.86 -4.50
H -3.05 6.80 -6.93
C -1.11 -2.66 -1.27
C -1.13 -4.81 0.36
H -1.34 2.14 -0.59
C 3.29 -3.87 3.78
H 5.13 0.07 4.04
C 4.72 -3.12 4.07
H 0.84 5.48 -2.68
H -2.40 -1.11 -3.20
H -3.95 5.90 -4.91
N -1.53 -7.33 4.71
H -0.61 -0.45 -2.97
H 3.65 -0.72 3.11
C -0.38 6.61 1.15
H 0.64 -3.56 -0.21
H 1.49 7.78 0.74
C -3.04 5.42 -5.28
H -0.67 -0.63 -0.45
H -0.63 7.20 2.10
C -2.15 1.06 -2.37
C 0.35 5.67 -1.65
H 0.62 3.10 -2.79
C -1.02 -6.45 4.04
C 1.56 5.86 -0.60
H -0.41 -5.61 -0.04
C 1.17 6.68 0.74
H 5.44 -3.79 4.65
H 3.35 -2.10 5.51
H -0.78 6.24 -7.58
H -2.41 1.59 -3.35
H -2.61 -8.53 2.28
H 3.51 -6.05 3.01
H -0.61 5.49 1.41
*
```

Summary:
E_HOMO = -8.602 eV
LUMO energy = 0.341 eV
E = -2173.15448 hartree
molecular weight = 528.784 g mol⁻¹
maximum force = 0.1324 Eh/bohr

=====

[2]
Computed, not measured: C47H59Cl2FN11O4RuS as an isolated structure in a non-equilibrium geometry, with wB97M-V/def2-TZVPD.

The geometry in ORCA input format:
```
! wB97M-V def2-TZVPD RIJCOSX def2/J DEFGRID3
* xyz 2 2
H 6.96 2.44 4.61
H 2.58 -2.28 -3.50
O -0.26 0.15 1.16
N -1.43 -0.66 -2.90
N -2.07 0.40 -4.92
H 1.54 5.77 1.57
H -0.82 -2.23 -4.90
H -3.98 0.93 -5.48
H -5.58 1.05 1.36
H -3.89 0.08 -3.93
C 2.90 0.41 3.89
H 1.95 -0.56 -3.59
H -5.41 -1.39 -0.05
H 2.72 -3.63 -2.39
C 4.04 -1.95 -0.03
O -1.61 3.49 -0.75
H -4.60 2.49 -1.84
H -6.40 1.44 -0.16
C 6.68 1.13 6.17
C -4.39 1.43 -1.76
H -1.86 -0.95 2.54
C 2.29 5.04 1.86
C 0.01 2.41 0.56
C 1.87 0.29 3.00
H 0.34 4.47 0.30
H 2.39 -3.34 0.02
H -4.46 -4.48 -4.95
H -2.98 -1.88 1.53
N -2.93 -0.76 -0.68
H -3.95 1.55 2.90
C -3.50 0.16 0.12
H -1.99 1.66 -6.61
C -2.20 -1.78 -3.37
C 5.97 3.50 6.08
H 1.65 1.78 -3.24
C -3.13 1.44 2.18
H -6.93 -2.87 -1.26
C -5.95 -2.68 -1.68
C -1.46 -4.10 0.17
C -3.49 0.12 -4.94
C 5.41 0.62 5.47
H 4.99 -2.88 -3.00
C 2.10 2.62 2.43
H 6.22 3.79 7.10
N 1.38 -0.23 -2.82
H 2.00 -1.71 0.59
C -3.42 -2.11 -2.71
C 4.39 -2.28 -2.31
H 4.32 2.39 6.96
H -3.71 -0.83 -5.44
C 3.54 5.18 1.00
H 2.50 5.21 2.91
H 4.42 -2.26 0.95
C -1.49 -5.13 2.41
H 6.06 4.36 5.43
Cl -0.11 -2.87 2.16
H 3.84 3.55 5.73
H -6.18 -4.03 -3.31
C -1.53 0.74 -6.23
C -1.07 2.42 -0.49
H -3.35 -6.94 0.25
C -5.09 -1.81 -1.00
H 3.71 3.64 3.43
H 3.97 6.17 1.13
H 0.23 3.16 -4.43
H -3.13 2.28 1.50
C -2.30 -6.15 1.95
N 1.66 3.72 1.71
H -2.60 -6.95 2.62
N -0.25 1.22 -3.82
C 0.66 3.58 0.82
C -3.81 -3.74 -4.50
C 4.59 2.82 5.99
Ru -0.81 -0.77 -0.88
H 4.18 -0.87 -0.14
C -1.77 -2.48 -4.45
C -2.88 -1.01 2.17
H -5.16 0.86 -2.29
C -3.82 -1.52 -1.47
C 3.59 1.62 4.07
C 0.36 1.23 1.28
H -3.56 -1.11 3.02
N 2.12 -1.89 -1.47
H -0.46 0.87 -6.19
S -0.88 -3.02 -1.12
C -1.26 0.28 -3.82
Cl -2.89 -5.22 -1.85
H 6.55 1.25 7.24
H 7.53 0.48 6.00
C 1.28 -0.86 -1.64
C -5.55 -3.31 -2.81
O 4.80 -2.63 -1.00
C -0.62 2.63 -4.01
H -1.77 -0.07 -6.92
H 0.57 1.40 -1.91
H 7.94 2.79 5.90
H -2.19 1.44 2.74
C -5.48 1.59 0.42
N -3.22 0.19 1.44
H -0.91 3.08 -3.05
H 5.67 -0.02 4.62
C 3.17 2.71 3.32
H 4.85 0.01 6.19
N -4.36 1.07 -0.36
C 1.46 1.38 2.24
H -1.46 2.72 -4.69
H -2.22 -4.05 -5.87
C 2.56 -2.28 -0.14
C -2.71 -6.16 0.63
C -4.26 -3.05 -3.34
H 4.29 4.43 1.26
H -3.41 1.23 -2.19
C 2.91 -2.56 -2.50
H -5.37 2.65 0.62
O -1.32 1.31 -1.07
H -1.16 -5.10 3.44
F 3.24 -0.66 4.64
H 1.35 -0.66 2.92
C -2.31 -5.15 -0.22
C -2.57 -3.50 -5.01
C -1.10 -4.14 1.53
H 3.30 5.06 -0.05
N 7.00 2.49 5.63
H 4.60 -1.21 -2.49
N 4.67 1.78 4.97
C 0.87 1.10 -2.91
*
```

Summary:
E_HOMO (alpha / beta) = -10.661 / -10.601 eV
LUMO energy (alpha / beta) = -4.780 / -4.779 eV
E = -4242.55574 hartree
energy above the lowest of the compared OMol25 structures with the same formula, charge and spin = 0.00 kJ/mol
molecular weight = 1065.103 g mol⁻¹
maximum force = 0.0285 Eh/bohr

=====

Which of these has the lowest maximum force?
C47H59Cl2FN11O4RuS